Record 1
This record from the OMol25 dataset describes a molecular structure, C19H43EuN2O2P3 in a non-equilibrium geometry. The level of theory is ωB97M-V with the def2-TZVPD basis set.

```
! wB97M-V def2-TZVPD RIJCOSX def2/J DEFGRID3
* xyz 3 7
Eu -1.23667 0.93749 0.28041
P 0.94252 -1.33434 2.08380
P 1.33071 2.28918 -0.14093
P -0.73394 -2.17940 0.42125
H -0.95651 1.84516 -2.48383
C -1.80410 1.70478 -1.80472
C -2.16641 2.63682 -0.84943
H -1.64126 3.58806 -0.70360
C 2.54521 -1.79913 1.34495
C 1.31922 0.23300 2.95064
C 0.79613 -2.50716 3.48197
C 1.27046 3.49791 -1.51482
C 1.75639 3.42383 1.24532
C 2.95901 1.51827 -0.47904
C -2.18271 -1.58120 -0.53995
C -1.49256 -3.55082 1.35356
C 0.26899 -3.01570 -0.85382
H -2.52009 0.93664 -2.13303
H -3.14008 2.55943 -0.33654
H 3.24667 -2.00829 2.16327
H 2.93285 -0.98020 0.72686
H 2.45310 -2.69483 0.72159
H 1.58223 -0.00610 3.99231
H 0.46159 0.92353 2.97001
H 2.17986 0.74145 2.49169
H 1.46802 -3.36070 3.31891
H -0.23198 -2.87309 3.59110
H 1.08839 -1.99848 4.41086
H 2.09420 4.21300 -1.38817
H 0.31145 4.03046 -1.51339
H 1.37822 2.97096 -2.47193
H 2.27625 4.30669 0.84827
H 2.39538 2.91914 1.98198
H 0.83561 3.75216 1.75158
H 3.63770 2.26891 -0.91054
H 2.82802 0.69184 -1.19564
H 3.40186 1.13261 0.44987
H -2.69899 -2.48736 -0.89260
H -1.91681 -0.99294 -1.44012
H -2.91402 -1.02119 0.08158
H -2.11520 -4.13722 0.66446
H -2.13159 -3.14513 2.14976
H -0.73503 -4.20526 1.80090
H -0.41227 -3.54271 -1.53712
H 0.94106 -3.75032 -0.39068
H 0.86556 -2.29834 -1.44000
C 1.22384 -0.89714 -3.93746
C 1.97591 -1.15258 -5.23383
C 1.23478 -2.13209 -6.04831
C -0.12140 -2.28562 -5.92334
C -0.86392 -1.61004 -4.91292
C -0.21150 -0.86567 -3.95032
O 2.03066 -0.97384 -2.98704
H 2.88945 -1.48990 -4.72333
H 2.16581 -0.20406 -5.76233
H 1.81380 -2.65096 -6.80887
H -0.66521 -2.93801 -6.61231
H -1.95125 -1.72526 -4.87826
H -0.74792 -0.38740 -3.13060
C -2.59004 0.42298 4.53238
N -2.53493 1.87248 4.39843
C -2.28979 2.46937 3.22588
N -2.36908 3.82631 3.16199
O -1.95781 1.80941 2.19901
H -1.65677 -0.04457 4.19136
H -3.42705 0.00248 3.95821
H -2.73583 0.20794 5.59155
H -2.79273 2.47392 5.17277
H -2.27231 4.26416 2.25451
H -2.68309 4.35669 3.96582
*
```

Values from the calculation:
Kohn-Sham gap (alpha / beta) (eV): 6.22 / 5.96
HOMO (alpha / beta) (eV): -15.6 / -15.6

Results of the Löwdin charge analysis, in e, for atoms 1 through 6: 1.439 0.773 0.731 0.711 0.076 -0.229


Record 2
This record from the OMol25 dataset describes a molecular structure, C59H148B3F12N8O19Ti in a non-equilibrium geometry. The level of theory is ωB97M-V with the def2-TZVPD basis set.

```
! wB97M-V def2-TZVPD RIJCOSX def2/J DEFGRID3
* xyz 1 1
Ti 1.72193 0.07785 1.19949
B 0.51896 2.72783 4.47406
F -0.47488 3.23164 3.62731
F 0.85642 0.89585 2.43273
F 1.75558 3.17489 4.42438
F 0.11316 1.68125 5.23276
B 1.70336 0.56391 -2.45191
F 2.63558 1.51694 -2.33050
F 0.50428 0.74653 -2.94277
F 1.90659 -0.65414 -1.96924
F 0.82793 -1.16627 0.56159
B 2.89661 -2.68305 4.87954
F 3.94595 -3.23716 4.28255
F 2.73990 -0.91935 2.45164
F 1.79286 -3.46390 4.95963
F 2.96533 -1.57733 5.48251
C 5.03124 -3.44627 -3.39241
C 5.92251 -2.21930 -3.58839
C 7.06126 -2.35777 -2.58306
C 8.21025 -1.35243 -2.83715
C 8.70315 -1.48312 -4.25382
C 7.57502 -1.37541 -5.36029
N 6.57728 -2.33929 -4.89795
O 5.50428 -2.15708 -5.84157
C 7.04460 0.01614 -5.51804
C 8.15096 -1.89456 -6.66529
C 5.08085 -0.96970 -3.37882
H 4.08478 -3.41651 -3.96392
H 4.74053 -3.58589 -2.35823
H 5.50602 -4.36259 -3.72954
H 6.64174 -2.18318 -1.58742
H 7.57664 -3.31343 -2.64144
H 9.02315 -1.62750 -2.12230
H 7.92992 -0.32853 -2.62270
H 9.16191 -2.49890 -4.32358
H 9.44447 -0.75840 -4.48904
H 6.83433 0.54826 -4.57048
H 7.70527 0.67996 -6.11682
H 6.05821 0.07532 -5.97324
H 7.34446 -1.87201 -7.39111
H 8.93725 -1.33224 -7.11712
H 8.56897 -2.91037 -6.53186
H 4.32503 -1.13938 -2.56010
H 4.46560 -0.69224 -4.25573
H 5.64445 -0.08158 -3.04555
H 5.29605 -3.02578 -6.13911
C -4.00168 -1.07276 -2.46618
C -2.82467 -0.44995 -1.69787
O -3.20551 0.07869 -0.42795
H -4.76727 -0.34465 -2.54223
H -4.34927 -1.96723 -1.93312
H -3.74562 -1.33463 -3.44688
H -2.39301 0.25284 -2.38712
H -2.02258 -1.15527 -1.43956
H -4.00571 0.66208 -0.55101
C 3.84491 3.51090 -6.62772
C 3.62621 4.26239 -5.28567
O 2.90761 3.43115 -4.37198
H 4.60912 2.71916 -6.54464
H 4.12321 4.24584 -7.37676
H 2.95795 3.03854 -7.02085
H 3.13921 5.27188 -5.41087
H 4.62140 4.44585 -4.85000
H 1.96898 3.68525 -4.29600
C -3.78584 -3.93543 1.15492
C -2.73253 -3.21160 1.93513
O -2.06979 -2.21633 1.06451
H -3.37977 -4.44477 0.25062
H -4.61110 -3.24924 0.89919
H -4.24416 -4.71970 1.72494
H -1.89786 -3.84563 2.24843
H -3.15634 -2.77153 2.84482
H -2.74914 -1.60769 0.78827
C 3.16336 -8.42138 -2.91429
C 3.01782 -7.44796 -1.75653
O 3.66767 -6.21548 -2.01798
H 2.97511 -7.93840 -3.89205
H 2.52294 -9.29526 -2.87869
H 4.24044 -8.74466 -2.95299
H 3.60710 -7.84432 -0.91722
H 1.97797 -7.23100 -1.48032
H 3.01160 -5.58086 -2.33621
C -6.31354 -7.95092 10.05743
O -5.71704 -6.74875 9.66012
C -5.39560 -6.82650 8.29512
C -4.93136 -5.45683 7.80710
N -4.56102 -5.52802 6.38151
C -4.79905 -4.28610 5.65216
C -3.80121 -3.13995 5.89123
O -2.48791 -3.67005 5.57463
C -1.49152 -2.67116 5.61698
H -5.68774 -8.82982 9.84347
H -7.31480 -8.12096 9.61532
H -6.35601 -7.92487 11.17715
H -6.26201 -7.08191 7.64717
H -4.62265 -7.57565 8.18577
H -4.07964 -5.12615 8.40890
H -5.76483 -4.73200 8.06680
H -3.56462 -5.78478 6.36752
H -5.84657 -4.06054 5.75241
H -4.67782 -4.56762 4.56779
H -3.93742 -2.83357 6.94255
H -4.02450 -2.27249 5.25704
H -1.80853 -1.75053 5.12918
H -0.60025 -3.06049 5.09907
H -1.27309 -2.48403 6.66676
C 3.50962 -2.11630 0.03030
O 3.47522 -0.71008 0.04517
C 4.72606 -0.08594 0.47176
C 4.36679 1.39504 0.57719
N 3.08744 1.75649 1.18921
C 2.42211 2.93777 0.60068
C 0.95183 2.71418 0.44666
O 0.73518 1.28803 0.04408
C -0.68627 1.14903 -0.18679
H 3.69511 -2.52240 1.05369
H 4.30942 -2.59199 -0.54679
H 2.55205 -2.49785 -0.27777
H 5.60901 -0.24612 -0.19693
H 4.84169 -0.43874 1.49932
H 4.26936 1.83432 -0.41500
H 5.18809 2.02179 0.98138
H 3.24857 1.94068 2.19082
H 2.94541 3.08300 -0.39321
H 2.65156 3.83720 1.13738
H 0.53971 3.37699 -0.28707
H 0.43014 2.71133 1.43542
H -1.21831 1.45551 0.76891
H -0.81165 0.06506 -0.35074
H -0.97445 1.75487 -1.05164
C 1.95240 -1.30271 -5.89074
O 1.09212 -1.57703 -4.78585
C 0.15863 -2.62076 -5.00540
C -0.69007 -3.01748 -3.80974
N 0.12717 -3.75898 -2.80332
C -0.53567 -3.88426 -1.52287
C 0.17386 -4.88390 -0.65646
O 1.57758 -4.72868 -0.61581
C 2.18040 -5.16266 0.60002
H 2.48776 -0.38972 -5.64109
H 1.28382 -1.17363 -6.73910
H 2.66687 -2.12946 -6.07195
H 0.72959 -3.49783 -5.35652
H -0.54174 -2.35566 -5.78777
H -1.42796 -3.70586 -4.17527
H -1.16743 -2.08821 -3.41039
H 1.02100 -3.28209 -2.73224
H -1.56963 -4.09268 -1.66924
H -0.63355 -2.88416 -1.01569
H -0.16384 -5.86832 -0.99808
H -0.34788 -4.82896 0.31216
H 1.90375 -4.40534 1.37633
H 3.25272 -5.16421 0.39531
H 1.89189 -6.19681 0.79994
C -3.13892 0.63412 3.50986
O -4.03909 -0.43051 3.62501
C -4.93936 -0.41662 2.49372
C -5.97366 -1.44808 2.76750
N -6.59072 -1.06484 4.05958
C -7.77766 -1.92059 4.33156
C -8.29627 -1.75161 5.69651
O -7.25717 -2.05808 6.65049
C -7.68876 -2.12940 7.93418
H -2.38641 0.55628 4.31209
H -3.67824 1.57798 3.81092
H -2.70823 0.71668 2.49851
H -4.34215 -0.69839 1.58008
H -5.45248 0.61285 2.39615
H -5.44486 -2.46371 2.86413
H -6.67935 -1.58212 1.91117
H -5.92776 -1.37083 4.76192
H -7.48333 -2.96263 4.11580
H -8.59043 -1.71967 3.60052
H -9.14328 -2.43350 5.92459
H -8.65002 -0.70752 5.80213
H -6.83785 -2.48770 8.53588
H -8.56315 -2.82797 8.03915
H -7.96476 -1.16898 8.45856
C -8.18569 3.91204 3.98597
O -8.19196 3.26873 2.71338
C -8.03460 1.86547 2.86665
C -8.02367 1.37952 1.43925
N -6.91207 1.82072 0.54803
C -6.98867 1.17026 -0.71178
C -6.27920 1.95574 -1.74668
O -4.91240 2.06760 -1.42830
C -4.22190 2.94482 -2.22318
H -8.37342 4.92973 3.79539
H -7.15453 3.86639 4.42019
H -8.96322 3.53689 4.68578
H -8.82701 1.44803 3.52649
H -7.03931 1.64125 3.32625
H -9.00207 1.57152 0.98523
H -7.93227 0.30064 1.44000
H -7.06089 2.82680 0.42558
H -8.01659 1.11872 -1.10305
H -6.58555 0.16144 -0.67174
H -6.72264 2.96769 -1.91246
H -6.49729 1.42185 -2.68137
H -4.27942 2.68250 -3.26244
H -3.14224 2.90288 -1.98156
H -4.56706 4.00250 -2.07798
C -0.96429 6.25495 -0.27190
O -0.13318 5.27229 -0.83232
C 0.69144 5.74444 -1.87858
C 0.07717 5.65755 -3.26522
N 0.14350 4.32769 -3.89486
C -0.27254 4.40888 -5.31775
C -0.23912 3.01864 -5.90527
O -1.17437 2.29407 -5.21711
C -1.26154 0.91121 -5.63562
H -1.79762 6.57229 -0.90608
H -0.39814 7.12239 0.09269
H -1.48358 5.79398 0.59100
H 1.61292 5.12938 -1.85701
H 0.92832 6.78740 -1.68733
H 0.72990 6.32822 -3.85607
H -0.91142 6.18198 -3.30924
H -0.47483 3.73881 -3.39077
H 0.46620 5.06489 -5.86450
H -1.27248 4.83268 -5.43583
H 0.76840 2.60190 -5.82738
H -0.56084 3.05732 -6.96104
H -1.80472 0.86402 -6.57884
H -1.87733 0.38513 -4.89182
H -0.31433 0.39289 -5.83036
C 3.16104 8.73250 -1.94840
O 4.22750 7.95368 -1.55147
C 3.97219 6.64011 -1.18983
C 5.24658 5.99398 -0.66312
N 5.37893 6.18282 0.77456
C 5.53808 7.53908 1.24212
C 5.74148 7.46806 2.72277
O 6.97042 6.70655 2.93843
C 7.30308 6.78201 4.33780
H 2.56736 9.06311 -1.14597
H 2.53270 8.23623 -2.69849
H 3.56267 9.66036 -2.32537
H 3.60566 6.06299 -2.03757
H 3.17608 6.60744 -0.43731
H 6.09497 6.39588 -1.27473
H 5.24663 4.91817 -0.85120
H 6.14446 5.61650 1.05428
H 4.61363 7.98057 0.99636
H 6.30438 8.07884 0.70289
H 4.92600 6.97104 3.22895
H 5.86573 8.46182 3.21376
H 7.44480 7.76713 4.68733
H 8.24142 6.25902 4.45848
H 6.55698 6.26092 4.88802
*
```

Values from the calculation:
Kohn-Sham gap (eV): 6.54
HOMO (eV): -9.8
Relative energy (zero: lowest compared OMol25 entry of this formula, charge and spin) (kcal/mol): 0.00

Results of the Löwdin charge analysis, in e, for atoms 1 through 6: 1.219 -0.719 0.164 -0.247 0.277 0.231


Record 3
This record from the OMol25 dataset describes 2 unconnected molecules or ions with the total composition C23H21F2O2 in a non-equilibrium geometry. The level of theory is ωB97M-V with the def2-TZVPD basis set.

```
! wB97M-V def2-TZVPD RIJCOSX def2/J DEFGRID3
* xyz 1 1
F -0.87038 0.89013 -5.77922
C -0.52628 1.30906 -4.51441
C 0.02015 2.58537 -4.37239
C 0.32710 3.00772 -3.07270
C 0.10001 2.17327 -1.98714
C -0.37590 0.85343 -2.12767
C -0.51001 -0.02061 -0.97475
C -1.48237 -1.03345 -1.02531
C -1.67063 -2.04875 -0.09478
C -2.42713 -3.24696 -0.33950
C -2.78610 -3.65094 -1.65857
C -3.47503 -4.84498 -1.83417
F -3.79159 -5.24069 -3.11309
C -3.85568 -5.67349 -0.77903
C -3.52136 -5.26402 0.52133
C -2.82381 -4.08277 0.74076
C -0.73775 0.44259 -3.44728
H 0.18387 3.22075 -5.23881
H 0.74956 3.99848 -2.90268
H 0.27925 2.54106 -0.98475
H 0.33797 -0.13264 -0.29231
H -2.19268 -1.01267 -1.86504
H -1.23084 -1.93323 0.89905
H -2.50415 -3.04504 -2.51889
H -4.39206 -6.60020 -0.96763
H -3.81216 -5.88482 1.36868
H -2.56870 -3.76570 1.75406
H -1.15413 -0.54762 -3.62898
C 2.76590 3.89384 0.41536
O 1.58377 3.05179 0.41943
C 1.45514 2.04679 1.33997
C 0.26655 1.26704 1.30212
C 0.02505 0.45245 2.41589
C 0.94454 0.30564 3.44856
C 2.17558 1.00123 3.41711
O 3.02318 0.83718 4.46989
C 4.30922 1.50926 4.44805
C 2.44677 1.84446 2.31943
H 2.62191 4.55442 -0.43977
H 2.82533 4.47898 1.34275
H 3.67527 3.29273 0.27702
H -0.53767 1.53653 0.61786
H -0.91357 -0.09696 2.47118
H 0.75314 -0.34600 4.30178
H 4.82228 1.13111 5.33258
H 4.88252 1.25638 3.54438
H 4.18697 2.59936 4.52431
H 3.39894 2.39048 2.26731
*
```

Values from the calculation:
Kohn-Sham gap (eV): 5.04
HOMO (eV): -10.9
Relative energy (zero: lowest compared OMol25 entry of this formula, charge and spin) (kcal/mol): 0.00

Results of the natural (NBO) charge analysis, in e, for atoms 1 through 6: -0.315 0.394 -0.202 -0.212 -0.098 -0.159


Record 4
This record from the OMol25 dataset describes a molecular structure, C5H36NO15 in a non-equilibrium geometry. The level of theory is ωB97M-V with the def2-TZVPD basis set.

```
! wB97M-V def2-TZVPD RIJCOSX def2/J DEFGRID3
* xyz -1 1
C 2.49190 -0.53661 2.58319
N 1.82204 -0.83140 1.42479
C 1.90977 -2.24946 1.03678
C 0.68084 -3.09333 1.30403
C 1.44899 0.23516 0.50303
C -0.04971 0.57238 0.20450
O -0.45919 -0.23409 -0.88081
O 2.60697 -1.31959 3.50260
H 2.87374 0.49513 2.62473
H 2.72783 -2.72261 1.58163
H 2.22000 -2.38634 -0.01603
H 0.48620 -3.10567 2.38382
H 0.79794 -4.12990 0.98913
H -0.24794 -2.68056 0.92892
H 2.06480 1.12766 0.62085
H 1.86980 0.04530 -0.48679
H -0.09089 1.59591 -0.16099
H -0.60159 0.32925 1.08918
H -0.93569 1.61602 3.55409
H -1.43678 0.89459 2.29843
O -1.21247 1.76629 2.64832
H -2.83602 -0.57537 1.87316
H -2.10369 -1.64379 2.62564
O -2.39445 -0.72986 2.72026
H 0.65744 3.48517 0.27226
H 0.17506 4.14130 -1.05564
O 0.95104 3.94887 -0.51730
H -3.20311 2.34743 0.73821
H -3.86459 1.39206 -0.29752
O -3.90048 2.28307 0.07434
H 0.61104 -0.70939 4.58581
H -0.72896 -0.25523 4.49085
O 0.13491 0.12613 4.72753
H -1.18783 -1.86408 -2.18771
H -0.02782 -2.79213 -2.17270
O -0.86376 -2.64934 -2.64018
H 1.63062 2.30274 -2.90193
H 1.89519 0.74978 -2.66778
O 1.92605 1.47677 -3.30079
H -2.70600 -2.57804 -0.07332
H -1.49869 -1.40805 -0.15313
O -2.10856 -1.98275 0.37484
H 4.39627 -0.53792 -0.70788
H 3.82560 -0.33678 -2.05562
O 4.05116 0.17076 -1.26489
H -2.61278 -0.02353 -2.68825
H -1.41542 0.24407 -1.49317
O -2.44867 0.59258 -1.96436
H -1.93414 1.75092 -3.41060
H -0.52345 1.42049 -4.04179
O -1.34698 1.89729 -4.17822
H 1.38837 -1.55281 -2.98018
H 1.14279 -1.24273 -1.47958
O 1.69378 -1.76434 -2.09039
H -1.74271 2.27630 -1.57509
H -2.42702 3.43710 -0.96457
O -1.57075 3.21515 -1.35369
*
```

Values from the calculation:
Kohn-Sham gap (eV): 9.14
HOMO (eV): -6.6
Relative energy (zero: lowest compared OMol25 entry of this formula, charge and spin) (kcal/mol): 60.79

Results of the natural (NBO) charge analysis, in e, for atoms 1 through 6: 0.554 -0.454 -0.232 -0.639 -0.264 -0.071